The following is a DFT calculation (wB97M-V/def2-TZVPD) of a structure of composition C48H44BF4I2N2P2SSr at a distorted geometry.

Calculated values
LUMO: 2.11 eV
Relative energy (zero: lowest compared OMol25 entry of this formula, charge and spin): 10.83 kcal/mol
F_max: 0.02782 Eh/bohr
Total energy: -4096.7148 a.u.
Gap between HOMO and LUMO: 6.75 eV
Highest occupied orbital energy: -4.64 eV

Structure (ORCA input):
```
! wB97M-V def2-TZVPD RIJCOSX def2/J DEFGRID3
* xyz -1 1
Sr -0.22199 -0.21128 -0.41774
C -3.75866 0.58355 -0.79419
C -3.24449 -0.32062 -1.73709
C -2.71318 -1.42608 -1.04219
C -2.93502 -1.20629 0.34320
C -3.57783 0.03234 0.48486
H -4.25907 1.51602 -1.01772
H -3.29398 -0.23110 -2.81425
H -2.45782 -2.38376 -1.47711
H -2.81120 -1.95865 1.11022
H -3.90105 0.46920 1.42141
I 2.89312 -0.48385 0.98393
C 3.25820 -2.32929 -0.00742
C 4.42259 -2.95152 0.36171
C 4.81913 -4.15089 -0.25529
C 4.04519 -4.67544 -1.24878
C 2.83658 -4.05101 -1.63664
C 2.06654 -4.61657 -2.67958
C 0.89446 -4.02840 -3.05368
C 0.43730 -2.87674 -2.38069
C 1.11554 -2.25650 -1.34561
C 2.37386 -2.85360 -0.99475
H 5.04734 -2.51098 1.12769
H 5.73951 -4.62988 0.05522
H 4.34604 -5.58236 -1.76308
H 2.42565 -5.51872 -3.16338
H 0.30105 -4.45612 -3.85615
H -0.51529 -2.46836 -2.71644
C 1.61754 4.68166 -7.13709
S 0.28078 5.80926 -6.65278
C 0.48031 5.73414 -4.84997
C 0.15384 4.37568 -4.25264
C 0.26610 4.41942 -2.72705
N 0.16887 3.08650 -2.12490
P 1.52127 2.07420 -1.73531
C 2.94592 3.16125 -2.16540
C 3.46586 3.95998 -1.14624
C 4.49378 4.85460 -1.40609
C 5.02453 4.94993 -2.68418
C 4.52995 4.14100 -3.69827
C 3.49888 3.24923 -3.44176
C 1.58129 0.91476 -3.16801
C 2.62522 -0.01529 -3.15758
C 2.71892 -0.98002 -4.14352
C 1.76734 -1.03140 -5.15435
C 0.72226 -0.12114 -5.16796
C 0.62033 0.84017 -4.16883
P -1.15624 2.66767 -1.07680
C -2.50244 3.31473 -2.15992
C -3.20656 4.49655 -1.95644
C -4.17962 4.89918 -2.86309
C -4.47619 4.11833 -3.96908
C -3.78575 2.93135 -4.17512
C -2.80370 2.54257 -3.28154
C -1.16440 3.97215 0.20427
C -0.17253 4.93119 0.35561
C -0.28600 5.90597 1.33533
C -1.37832 5.91574 2.18633
C -2.34985 4.93146 2.07270
C -2.24522 3.96576 1.08702
H 1.82205 4.86328 -8.18964
H 1.31557 3.64580 -6.99577
H 2.50296 4.90411 -6.54254
H -0.18807 6.50269 -4.45691
H 1.51107 6.02063 -4.62575
H 0.85385 3.62725 -4.62962
H -0.85523 4.07371 -4.53974
H -0.52968 5.04906 -2.32807
H 1.21671 4.89259 -2.47059
H 3.06189 3.86590 -0.14339
H 4.88323 5.48066 -0.61318
H 5.82974 5.64404 -2.89092
H 4.94611 4.20303 -4.69678
H 3.13112 2.61507 -4.23754
H 3.37028 0.03211 -2.36879
H 3.51967 -1.70855 -4.11391
H 1.83595 -1.79090 -5.92303
H -0.01869 -0.15664 -5.95769
H -0.19928 1.54777 -4.17170
H -3.00341 5.10805 -1.08695
H -4.71367 5.82721 -2.69912
H -5.25046 4.42520 -4.66105
H -4.02355 2.30347 -5.02494
H -2.27379 1.61067 -3.42838
H 0.71169 4.90505 -0.26551
H 0.49560 6.64776 1.44113
H -1.45267 6.66975 2.95985
H -3.18576 4.91245 2.76107
H -2.99459 3.18513 0.99668
I -3.21015 -1.40818 5.33991
C -1.70761 -2.14610 4.07382
C -1.29804 -3.46463 4.17319
C -0.30598 -3.90637 3.31031
C 0.21015 -3.01670 2.38065
N -0.20307 -1.75814 2.28496
C -1.13662 -1.31752 3.12087
H -1.73878 -4.13232 4.90096
H 0.05318 -4.92535 3.35584
H 0.98295 -3.31736 1.68022
H -1.42518 -0.27751 3.01725
F -0.08257 1.53575 1.97768
B 1.05543 2.29776 2.41162
F 1.76572 2.74241 1.26803
F 0.63305 3.37836 3.17127
F 1.88889 1.46418 3.16931
*
```

***

The following is a DFT calculation (wB97M-V/def2-TZVPD) of a structure of composition C48H44CaI2O2P2S.

Calculated values
LUMO: -5.01 eV
Relative energy (zero: lowest compared OMol25 entry of this formula, charge and spin): 0.00 kcal/mol
F_max: 0.00857 Eh/bohr
Total energy: -4359.5392 a.u.
Gap between HOMO and LUMO: 7.85 eV
Highest occupied orbital energy: -12.85 eV

Structure (ORCA input):
```
! wB97M-V def2-TZVPD RIJCOSX def2/J DEFGRID3
* xyz 2 1
Ca -0.67981 0.08814 -0.74951
C -1.06214 3.66365 -7.26018
C -2.02413 3.09330 -6.20284
C -3.47984 3.34409 -6.62895
C -1.76980 3.77796 -4.87589
C -1.89209 5.16303 -4.78997
C -1.70199 5.85668 -3.60904
C -1.39094 5.14735 -2.46703
C -1.25196 3.76097 -2.50321
P -0.95341 2.89169 -0.96212
C 0.55877 3.58863 -0.23688
C 0.84847 3.34598 1.10509
C 2.06275 3.74131 1.64123
C 3.00950 4.36590 0.84029
C 2.73588 4.59493 -0.49948
C 1.51622 4.20830 -1.03801
C -2.32381 3.32646 0.14846
C -3.48090 2.55485 0.03734
C -4.59016 2.82249 0.82566
C -4.54287 3.85997 1.74753
C -3.39619 4.63255 1.86458
C -2.29342 4.37439 1.06436
C -1.43762 3.08448 -3.71768
O -1.27822 1.70764 -3.69975
C -1.40966 0.99365 -4.88426
C -1.13116 -0.38222 -4.82206
C -1.30644 -1.14689 -5.97206
C -1.71423 -0.56639 -7.15962
C -1.93561 0.79338 -7.19837
C -1.78529 1.60196 -6.07324
P -0.57380 -1.18666 -3.29168
C -0.81483 -2.96482 -3.46661
C -0.04533 -3.74378 -4.33616
C -0.25071 -5.11051 -4.41981
C -1.23147 -5.71257 -3.64045
C -2.00754 -4.94663 -2.78468
C -1.79969 -3.57870 -2.69869
C 1.23684 -0.89865 -3.23785
C 1.68833 0.41833 -3.38651
C 3.03814 0.72002 -3.28197
C 3.95950 -0.28587 -3.03002
C 3.52033 -1.59101 -2.86569
C 2.16922 -1.89631 -2.95548
H -1.21424 4.73411 -7.38951
H -1.22763 3.19468 -8.22862
H -0.02395 3.49619 -6.97249
H -3.67015 4.41000 -6.74901
H -4.17845 2.95315 -5.88877
H -3.69055 2.86494 -7.58408
H -2.14975 5.71696 -5.68257
H -1.80715 6.93143 -3.57846
H -1.25758 5.66999 -1.52732
H 0.11846 2.85576 1.74097
H 2.26785 3.56946 2.68981
H 3.95463 4.67767 1.26290
H 3.46627 5.08649 -1.12735
H 1.31005 4.40430 -2.08329
H -3.54140 1.75546 -0.69906
H -5.48837 2.22953 0.71326
H -5.40499 4.07610 2.36388
H -3.36566 5.45064 2.57178
H -1.41040 4.99437 1.15645
H -1.13717 -2.21278 -5.93972
H -1.84984 -1.17090 -8.04475
H -2.24136 1.24658 -8.13120
H 0.71950 -3.28276 -4.94922
H 0.34877 -5.70466 -5.09577
H -1.39351 -6.77952 -3.70936
H -2.78083 -5.41495 -2.19068
H -2.42502 -2.98957 -2.03447
H 0.99102 1.21348 -3.61824
H 3.37121 1.74046 -3.41994
H 5.01483 -0.05752 -2.96706
H 4.23116 -2.38554 -2.67860
H 1.85133 -2.92267 -2.82766
I 0.50637 -3.05049 0.29080
C 2.09051 -2.00027 1.22988
I 2.36616 -0.01557 0.53481
H 3.00673 -2.54236 1.02737
H 1.87848 -1.95393 2.29290
C 2.76289 -1.93130 6.20604
C 1.59336 -1.64088 5.31554
C 1.48768 -0.40945 4.66124
C 0.42046 -0.13804 3.82515
C -0.55447 -1.11499 3.63460
C -0.46677 -2.34773 4.26341
C 0.60583 -2.59790 5.10663
S -1.90673 -0.82962 2.52595
C -2.79304 0.48584 3.34660
O -1.27692 -0.09981 1.33431
H 3.20985 -1.01441 6.58559
H 3.53362 -2.47450 5.65474
H 2.47338 -2.54977 7.05411
H 2.25069 0.34147 4.82036
H 0.34930 0.80952 3.30657
H -1.22069 -3.10594 4.09477
H 0.67660 -3.55319 5.61037
H -2.11574 1.31440 3.54779
H -3.20207 0.09420 4.27742
H -3.59682 0.80189 2.68465
*
```